Record 1
# C7H10O

The molecule C7H10O (ωB97M-V/def2-TZVPD, the OMol25 dataset).

HOMO in eV: -8.68
Total charge: 0
LUMO in eV: 0.81
Energy relative to the best compared isomer or geometry (same formula, charge and spin) in kJ/mol: 693.4
E in eV: -9461.37386
Structure (SMILES): C=C1C[C@]2(C)C[C@H]2O1
Kohn-Sham gap in eV: 9.49

XYZ file:
```
18
C7H10O | the OMol25 dataset | ωB97M-V/def2-TZVPD
O 0.004 1.241 -0.736
C 1.498 -0.888 0.425
C -0.825 -0.337 -2.397
C -0.866 -1.028 -0.004
C -0.592 0.044 -1.156
C 0.554 0.657 2.073
C -0.192 1.148 0.776
C 0.140 -0.345 0.963
H 1.465 -2.035 1.009
H -0.475 0.072 -3.355
H 2.604 -0.330 0.579
H -1.256 -1.525 -2.387
H -2.012 -1.003 0.257
H -0.071 0.758 3.089
H 1.663 0.810 2.206
H 1.565 -1.397 -0.515
H -0.602 -2.111 -0.186
H -1.209 1.316 1.095
```

***

Record 2
# C7H10O2

C7H10O2 as an isolated structure (ωB97M-V/def2-TZVPD, the OMol25 dataset).

HOMO in eV: -9.72
Total charge: 0
LUMO in eV: 1.01
Energy relative to the best compared isomer or geometry (same formula, charge and spin) in kJ/mol: 401.5
E in eV: -11511.69532
Kohn-Sham gap in eV: 10.74

XYZ file:
```
19
C7H10O2 | the OMol25 dataset | ωB97M-V/def2-TZVPD
O 2.317 -0.814 -0.353
O -0.823 -0.465 1.299
C -0.489 -1.346 0.218
C -0.525 0.811 0.733
C 1.004 -0.825 0.331
C -1.548 0.810 -0.396
C 0.832 0.647 0.027
C 2.316 0.622 0.021
C -1.462 -0.703 -0.820
H -1.416 1.541 -1.195
H 2.985 1.144 -0.616
H 2.676 0.626 1.068
H -0.760 -2.360 0.461
H 0.674 0.714 -1.057
H -0.674 1.639 1.504
H -2.498 -1.109 -0.715
H 1.093 -1.149 1.358
H -1.093 -0.923 -1.872
H -2.608 1.140 0.005
```

***

Record 3
# C7H10O3

A 2-piece molecular cluster, C7H10O3 overall (ωB97M-V/def2-TZVPD, the OMol25 dataset).

HOMO (spin up / spin down) in eV: -9.20 / -9.20
Total charge: 0
LUMO (spin up / spin down) in eV: -1.79 / -1.79
Energy relative to the best compared isomer or geometry (same formula, charge and spin) in kJ/mol: 158.8
E in eV: -13561.67010
Kohn-Sham gap (spin up / spin down) in eV: 7.41 / 7.41

XYZ file:
```
20
C7H10O3 | the OMol25 dataset | ωB97M-V/def2-TZVPD
O 2.354 -0.493 -1.853
O 1.805 1.608 -1.254
O 1.244 2.829 0.943
C -1.052 0.531 0.284
C 1.877 0.356 -1.105
C 1.394 -0.132 0.333
C -2.246 -0.118 0.151
C -0.004 -0.429 0.214
C -2.078 -1.562 -0.145
C -0.563 -1.769 -0.106
H -0.899 1.601 0.416
H -2.526 -1.806 -1.122
H 1.998 -0.998 0.618
H 1.952 3.416 1.218
H -0.134 -2.118 -1.059
H -2.619 -2.172 0.595
H 1.477 2.495 -0.048
H -0.239 -2.497 0.653
H -3.222 0.358 0.246
H 1.483 0.899 1.021
```

***

Record 4
# C7H10O4S

The molecule C7H10O4S (ωB97M-V/def2-TZVPD, the OMol25 dataset).

HOMO in eV: -8.74
Total charge: 0
LUMO in eV: 0.10
Energy relative to the best compared isomer or geometry (same formula, charge and spin) in kJ/mol: 71.7
E in eV: -26444.88750
Structure (SMILES): COC(=O)CCS/C=C\C(=O)O
Kohn-Sham gap in eV: 8.84

XYZ file:
```
22
C7H10O4S | the OMol25 dataset | ωB97M-V/def2-TZVPD
S -1.803 0.748 0.199
O 2.893 -0.682 -1.520
O 1.184 -0.917 -2.933
O -1.928 2.126 4.289
O -3.465 2.064 2.493
C 3.728 -0.670 -2.720
C -0.874 -0.230 -1.024
C -2.427 1.558 3.279
C 1.541 -0.668 -1.784
C 0.629 -0.419 -0.578
C -1.823 -0.322 1.646
C -1.977 0.198 2.984
H 1.033 0.412 0.037
H 3.483 0.212 -3.275
H 4.845 -0.778 -2.569
H -0.881 0.255 -2.018
H 3.547 -1.622 -3.267
H -3.524 3.036 2.785
H -1.454 -1.106 -1.251
H -1.465 -1.294 1.434
H 0.733 -1.286 0.092
H -1.996 -0.614 3.698
```

***

Record 5
# C7H10OSi

A 2-piece molecular cluster, C7H10OSi overall (ωB97M-V/def2-TZVPD, the OMol25 dataset).

HOMO in eV: -8.77
Total charge: 0
LUMO in eV: 0.63
Energy relative to the best compared isomer or geometry (same formula, charge and spin) in kJ/mol: 0.0
E in eV: -17345.05272
Kohn-Sham gap in eV: 9.40

XYZ file:
```
19
C7H10OSi | the OMol25 dataset | ωB97M-V/def2-TZVPD
Si -0.129 -1.735 -0.220
O -1.324 -2.374 0.642
C -1.435 2.328 0.157
C -1.496 0.918 0.020
C 1.509 -2.638 0.142
C 0.950 2.285 0.059
C 0.858 0.878 -0.107
C -0.228 2.973 0.175
C -0.326 0.205 -0.206
H -0.236 -2.339 -2.218
H 2.240 -2.191 0.841
H -2.258 -2.184 0.832
H -2.562 0.535 0.220
H 2.050 -2.633 -0.760
H -0.240 4.039 0.294
H 1.282 -3.827 0.330
H 1.969 2.572 0.035
H 1.710 0.365 -0.507
H -2.334 2.824 0.271
```

***

Record 6
# C7H10P2

C7H10P2 as an isolated structure (ωB97M-V/def2-TZVPD, the OMol25 dataset).

HOMO in eV: -8.44
Total charge: 0
LUMO in eV: 0.34
Energy relative to the best compared isomer or geometry (same formula, charge and spin) in kJ/mol: 99.3
E in eV: -25995.73239
Kohn-Sham gap in eV: 8.77

XYZ file:
```
19
C7H10P2 | the OMol25 dataset | ωB97M-V/def2-TZVPD
P 1.132 -2.372 -0.782
P -1.837 -1.482 -1.775
C -0.246 2.122 1.748
C -0.660 -0.066 1.011
C -0.039 0.231 -0.201
C -0.887 0.921 1.976
C 0.572 2.359 0.652
C 0.330 -0.814 -1.176
C 0.639 1.402 -0.342
H -1.346 0.576 2.969
H -1.096 -1.090 1.181
H 1.388 1.336 -1.070
H 2.410 -1.796 -0.721
H 1.550 -2.715 -2.113
H -1.364 -2.773 -1.837
H 1.206 3.325 0.518
H -2.218 -1.703 -0.439
H 0.736 -0.435 -2.056
H -0.270 2.972 2.457
```